Entry 1:
59
Properties=species:S:1:pos:R:3:nbo_charge:R:1 method="wB97M-V/def2-TZVPD" homo_energy_ev="0.654 / -2.146" total_charge=-2 homo_lumo_gap_ev="3.83 / 6.62" multiplicity=2 de_lowest_kcal_mol=13.2
Hg 1.412 -0.572 0.170 1.454
S 3.900 -0.740 -0.369 -0.410
C 4.036 0.563 -1.512 -0.184
C 5.061 0.502 -2.441 -0.168
C 5.268 1.504 -3.391 -0.197
C 6.308 1.403 -4.313 0.310
N 7.172 1.305 -5.076 -0.381
C 4.395 2.630 -3.401 -0.224
C 3.354 2.681 -2.471 -0.126
C 3.151 1.681 -1.535 -0.190
S 1.810 1.874 -0.441 -0.426
C 4.577 3.659 -4.323 0.320
N 4.724 4.518 -5.085 -0.389
H 5.717 -0.357 -2.422 0.222
H 2.677 3.526 -2.474 0.215
O -0.938 0.869 0.036 -0.715
C -2.248 0.339 0.021 0.057
C -2.057 -1.287 0.011 0.792
O -3.091 -1.922 0.176 -0.742
O -0.905 -1.672 -0.186 -0.753
C -2.901 0.817 1.296 -0.015
C -2.563 0.216 2.504 -0.172
C -2.984 0.757 3.705 -0.218
C -3.748 1.913 3.723 -0.238
C -4.100 2.513 2.526 -0.247
C -3.682 1.969 1.323 -0.173
C -2.985 0.629 -1.243 -0.041
C -4.349 0.355 -1.355 -0.191
C -5.004 0.546 -2.557 -0.227
C -4.318 1.016 -3.667 -0.244
C -2.959 1.270 -3.569 -0.236
C -2.298 1.072 -2.372 -0.159
H -0.968 1.830 -0.057 0.477
H -1.947 -0.670 2.493 0.242
H -2.706 0.281 4.636 0.204
H -4.058 2.354 4.663 0.193
H -4.694 3.420 2.527 0.193
H -3.948 2.455 0.393 0.205
H -4.876 -0.036 -0.497 0.232
H -6.061 0.319 -2.632 0.194
H -4.839 1.173 -4.604 0.192
H -2.408 1.618 -4.433 0.201
H -1.232 1.245 -2.313 0.230
N 1.335 -2.603 4.082 -0.578
C 1.005 -1.413 4.715 -0.197
C 0.884 -0.480 3.733 -0.061
N 1.162 -1.010 2.519 -0.634
C 1.449 -2.312 2.728 0.210
C 1.732 -3.242 1.725 0.235
N 1.711 -2.984 0.409 -0.583
C 1.998 -4.143 -0.218 -0.037
C 2.214 -5.143 0.681 -0.193
N 2.063 -4.571 1.932 -0.571
H 1.716 -3.413 4.540 0.381
H 0.857 -1.365 5.776 0.190
H 0.610 0.552 3.833 0.202
H 2.018 -4.201 -1.289 0.197
H 2.474 -6.177 0.562 0.188
H 2.077 -5.059 2.809 0.385

---

Entry 2:
60
Properties=species:S:1:pos:R:3:nbo_charge:R:1 method="wB97M-V/def2-TZVPD" homo_energy_ev=-10.179 total_charge=+1 homo_lumo_gap_ev=4.97 multiplicity=1 de_lowest_kcal_mol=27.8
Rh 0.127 -0.333 -1.067 1.067
O -1.136 6.290 -1.480 -0.703
C 0.015 5.846 -1.561 0.737
O 1.151 6.332 -1.618 -0.702
C 0.042 4.274 -1.591 0.018
C 1.258 3.597 -1.633 -0.186
C 1.255 2.219 -1.614 0.151
N 0.089 1.560 -1.588 -0.432
C -1.094 2.180 -1.501 0.240
C -1.149 3.555 -1.523 -0.208
C -2.232 1.235 -1.349 0.186
C -3.552 1.627 -1.276 -0.200
C -4.540 0.661 -1.154 -0.110
C -4.184 -0.678 -1.130 -0.237
C -2.844 -1.008 -1.191 0.072
N -1.895 -0.077 -1.288 -0.414
C 2.435 1.316 -1.595 0.210
C 3.741 1.753 -1.640 -0.203
C 4.765 0.817 -1.616 -0.100
C 4.457 -0.534 -1.591 -0.241
C 3.128 -0.906 -1.540 0.104
N 2.143 -0.007 -1.523 -0.484
H 2.164 4.190 -1.654 0.274
H -2.075 4.114 -1.465 0.273
H -3.801 2.678 -1.310 0.256
H -5.578 0.953 -1.078 0.247
H -4.928 -1.458 -1.054 0.246
H -2.511 -2.035 -1.149 0.220
H 3.954 2.812 -1.686 0.254
H 5.796 1.142 -1.619 0.245
H 5.229 -1.288 -1.593 0.245
H 2.833 -1.945 -1.501 0.214
O 1.807 0.039 1.306 -0.614
C 0.651 0.268 1.578 0.768
O -0.335 0.356 0.673 -0.584
C 0.182 0.489 2.978 -0.168
C -1.145 0.257 3.332 -0.124
C -1.545 0.418 4.648 -0.201
C -0.602 0.817 5.574 0.044
C 0.718 1.062 5.246 -0.190
C 1.113 0.887 3.932 -0.148
N -1.026 0.985 6.988 0.529
O -2.184 0.743 7.252 -0.361
O -0.184 1.347 7.781 -0.354
H -1.853 -0.048 2.575 0.220
H -2.562 0.242 4.964 0.256
H 1.408 1.376 6.014 0.263
H 2.138 1.056 3.631 0.243
S 0.194 -2.472 -0.057 -0.110
C 0.102 -3.791 -1.139 0.089
N 0.354 -5.016 -0.613 -0.474
C 0.286 -6.176 -1.308 0.084
C -0.052 -6.162 -2.625 -0.269
C -0.307 -4.920 -3.230 -0.086
C -0.229 -3.757 -2.507 -0.276
H 0.604 -5.039 0.369 0.444
H 0.517 -7.078 -0.760 0.245
H -0.118 -7.085 -3.180 0.258
H -0.570 -4.882 -4.279 0.247
H -0.422 -2.799 -2.968 0.232

---

Entry 3:
60
Properties=species:S:1:pos:R:3:nbo_charge:R:1 method="wB97M-V/def2-TZVPD" homo_energy_ev=-9.703 homo_lumo_gap_ev=8.58 multiplicity=1
N 4.701 0.857 6.253 -1.091
B 5.877 0.138 5.870 1.208
O 5.866 -0.924 4.954 -0.892
B 6.367 -2.043 5.597 0.984
O 7.540 -1.909 6.311 -0.895
B 7.663 -0.734 7.048 1.305
O 8.291 -0.733 8.255 -0.912
O 7.094 0.405 6.496 -0.895
H 4.505 0.705 7.236 0.393
H 3.879 0.550 5.743 0.392
H 5.760 -3.066 5.620 -0.106
H 7.774 -0.491 9.021 0.509
C -1.849 -3.695 4.020 -0.191
C -2.674 -3.575 2.907 -0.194
C -2.291 -2.780 1.841 -0.176
C -1.083 -2.094 1.886 -0.059
C -0.260 -2.206 3.006 -0.154
C -0.646 -3.013 4.070 -0.154
C 1.034 -1.466 3.096 0.557
O 1.751 -1.579 4.066 -0.530
C 1.403 -0.584 1.951 -0.146
C 2.575 0.158 2.023 -0.155
C 2.940 0.976 0.965 -0.189
C 2.142 1.051 -0.170 -0.190
C 0.970 0.318 -0.245 -0.171
C 0.593 -0.496 0.817 -0.067
C -0.687 -1.253 0.721 0.529
O -1.383 -1.180 -0.270 -0.544
H -2.148 -4.323 4.849 0.220
H -3.616 -4.107 2.872 0.220
H -2.912 -2.678 0.961 0.236
H 0.012 -3.091 4.925 0.239
H 3.197 0.090 2.905 0.236
H 3.852 1.555 1.024 0.221
H 2.434 1.685 -0.997 0.222
H 0.334 0.364 -1.120 0.241
C -4.053 0.428 -1.728 -0.191
C -5.269 1.006 -2.073 -0.195
C -5.439 1.573 -3.326 -0.159
C -4.389 1.573 -4.236 -0.145
C -3.163 1.005 -3.883 -0.068
C -3.003 0.425 -2.630 -0.174
C -2.004 1.020 -4.821 0.525
O -0.937 0.531 -4.516 -0.530
C -2.203 1.672 -6.149 -0.056
C -1.131 1.735 -7.033 -0.188
C -1.292 2.327 -8.274 -0.191
C -2.525 2.855 -8.641 -0.194
C -3.595 2.797 -7.765 -0.157
C -3.437 2.209 -6.514 -0.144
C -4.603 2.180 -5.581 0.546
O -5.679 2.633 -5.906 -0.526
H -3.912 -0.022 -0.753 0.225
H -6.087 1.013 -1.364 0.217
H -6.378 2.022 -3.620 0.237
H -2.055 -0.025 -2.370 0.251
H -0.184 1.314 -6.726 0.239
H -0.456 2.377 -8.959 0.218
H -2.649 3.314 -9.613 0.219
H -4.563 3.203 -8.026 0.239

---

Entry 4:
69
Properties=species:S:1:pos:R:3:nbo_charge:R:1 method="wB97M-V/def2-TZVPD" homo_energy_ev=-0.721 total_charge=-2 homo_lumo_gap_ev=4.98 multiplicity=1 de_lowest_kcal_mol=92.7
Cd 1.136 -0.479 0.743 1.670
C -1.112 4.268 -1.924 -0.629
S 0.029 4.252 1.190 -0.166
C 0.006 2.614 0.918 -0.260
S 0.534 1.572 2.174 -0.335
N 2.738 3.105 -0.186 0.123
N 3.171 2.093 0.423 -0.078
C 4.246 1.849 1.040 -0.055
C 4.402 0.575 1.764 0.198
C 5.516 0.424 2.589 -0.254
C 5.719 -0.776 3.246 -0.173
C 4.814 -1.806 3.057 -0.282
C 3.730 -1.578 2.222 0.063
N 3.519 -0.418 1.599 -0.474
H -0.665 5.002 -1.263 0.228
H -0.431 4.072 -2.739 0.228
H -1.974 2.332 -1.919 0.231
H 5.072 2.560 1.039 0.179
H 6.205 1.251 2.705 0.208
H 6.577 -0.903 3.897 0.201
H 4.932 -2.767 3.539 0.213
H 2.987 -2.348 2.024 0.244
C -3.294 4.654 -0.107 -0.635
C -2.671 3.292 -0.208 0.013
C -3.144 2.250 0.477 -0.238
C -2.554 0.942 0.334 -0.362
C -1.330 0.726 -0.210 0.258
N -0.795 -0.534 -0.355 -0.826
C -1.560 -1.636 -0.582 0.315
C -2.704 -1.531 -1.420 -0.283
C -3.545 -2.579 -1.694 -0.197
C -3.311 -3.842 -1.149 -0.144
C -4.224 -5.010 -1.421 -0.608
C -2.171 -3.980 -0.380 -0.133
C -1.257 -2.954 -0.108 -0.175
C -0.002 -3.341 0.747 0.129
O 1.129 -2.635 0.562 -0.950
C -0.423 -3.282 2.252 0.943
F 0.550 -3.770 3.063 -0.348
F -0.624 -2.006 2.624 -0.324
F -1.547 -3.956 2.566 -0.337
C 0.438 -4.833 0.448 0.957
F 0.427 -5.102 -0.869 -0.330
F 1.691 -5.067 0.872 -0.329
F -0.322 -5.796 1.048 -0.357
C -0.453 2.046 -0.480 -0.175
C -1.523 2.997 -1.170 -0.265
C 0.893 1.727 -1.374 0.206
O 1.627 0.699 -0.996 -0.926
C 1.981 2.934 -1.450 0.777
F 1.569 4.171 -1.760 -0.320
F 3.821 4.105 -0.540 -0.367
F 2.883 2.588 -2.411 -0.340
C 0.475 1.461 -2.896 0.951
F 1.342 0.644 -3.502 -0.318
F -0.732 0.871 -2.989 -0.330
F 0.412 2.571 -3.686 -0.356
H -4.043 4.648 0.688 0.198
H -3.794 4.956 -1.034 0.184
H -2.552 5.421 0.129 0.218
H -3.990 2.376 1.149 0.181
H -3.110 0.081 0.685 0.201
H -2.908 -0.556 -1.843 0.218
H -4.403 -2.418 -2.343 0.182
H -5.261 -4.684 -1.532 0.194
H -4.189 -5.734 -0.604 0.201
H -3.954 -5.544 -2.339 0.192
H -1.982 -4.962 0.033 0.192
H -2.017 4.698 -2.363 0.182

---

Calculated values (hartree) of energy for the records, taken in order: -2582.5341 -2312.0948 -1810.6415 -3611.0012.